## P
{"formula": "C5H7I", "method": "ωB97M-V/def2-TZVPD", "charge": 0, "gap_ev": 9.6, "lumo_ev": 0.69, "smiles": "CCC1(I)C=C1", "symbols": ["H", "C", "H", "C", "C", "C", "C", "H", "H", "H", "I", "H", "H"], "xyz": [[0.285, -0.652, 1.558], [-0.556, 0.537, 0.008], [1.537, 0.133, 0.325], [-0.170, 1.881, -0.756], [-0.602, 1.996, 0.447], [0.605, -0.396, 0.472], [0.579, -1.732, -0.248], [0.982, -1.729, -1.323], [-0.741, 2.718, 1.229], [-0.416, -2.126, -0.138], [-2.489, -0.391, -0.027], [1.174, -2.410, 0.290], [-0.188, 2.169, -1.838]], "nbo_charge": [0.203, -0.175, 0.222, -0.192, -0.175, -0.434, -0.616, 0.205, 0.228, 0.217, 0.059, 0.210, 0.248]}


## Q
{"formula": "C5H7I", "method": "ωB97M-V/def2-TZVPD", "charge": 0, "gap_ev": 8.0, "lumo_ev": 0.44, "symbols": ["I", "H", "C", "C", "H", "H", "C", "H", "H", "H", "C", "H", "C"], "xyz": [[2.919, -0.180, -0.120], [0.509, 0.191, 1.914], [-0.702, 0.083, 0.017], [-0.023, 0.871, -1.038], [0.025, -1.850, 0.374], [-0.185, 1.849, 1.409], [1.092, 0.867, -0.042], [-1.692, -1.777, 0.587], [-0.392, 1.958, -1.317], [0.134, 0.343, -1.955], [-0.833, -1.387, 0.031], [-0.944, -1.842, -0.981], [0.091, 0.875, 1.122]], "nbo_charge": [0.149, 0.204, 0.073, -0.469, 0.222, 0.211, -0.125, 0.234, 0.189, 0.208, -0.669, 0.222, -0.448]}


Q: What are the energies relative to the best structure? A: P 0.0; Q 70.2, in kJ/mol.


## P
{"formula": "C3H6N", "method": "ωB97M-V/def2-TZVPD", "charge": 1, "gap_ev": 9.4, "lumo_ev": -5.92, "smiles": "C=C[NH+]=C", "symbols": ["C", "H", "N", "H", "H", "H", "C", "C", "H", "H"], "xyz": [[-0.318, 0.885, -1.449], [0.186, 0.221, -2.149], [-0.124, -0.555, 0.416], [-0.354, -1.165, -0.367], [1.000, -0.394, 2.128], [0.591, -2.099, 1.532], [-0.243, 0.794, -0.120], [0.444, -1.028, 1.447], [-0.435, 1.618, 0.555], [-0.746, 1.723, -1.993]], "nbo_charge": [-0.309, 0.228, -0.403, 0.446, 0.237, 0.240, -0.087, 0.139, 0.254, 0.255]}


## Q
{"formula": "C3H6N", "method": "ωB97M-V/def2-TZVPD", "charge": 1, "gap_ev": 9.9, "lumo_ev": -4.83, "symbols": ["H", "C", "H", "H", "H", "H", "C", "N", "C", "H"], "xyz": [[-2.074, -0.086, -0.138], [-0.183, -0.618, -0.120], [3.242, 0.714, -0.138], [-0.339, -1.218, -1.002], [-0.703, -1.564, 1.151], [-1.176, 0.808, 0.917], [1.108, -0.088, 0.061], [-1.200, 0.487, -0.023], [2.288, 0.305, 0.061], [-0.962, 1.258, -0.769]], "nbo_charge": [0.463, -0.212, 0.267, 0.263, 0.206, 0.449, -0.191, -0.701, -0.017, 0.473]}


Q: What are the energies relative to the best structure? A: P 0.0; Q 253.2, in kJ/mol.


## P
{"formula": "N2", "method": "ωB97M-V/def2-TZVPD", "charge": 0, "gap_ev": 11.8, "lumo_ev": -1.32, "smiles": "N#N", "symbols": ["N", "N"], "xyz": [[0.000, 0.000, 0.728], [0.000, 0.000, -0.728]], "nbo_charge": [0.000, 0.000]}


## Q
{"formula": "N2", "method": "ωB97M-V/def2-TZVPD", "charge": 0, "gap_ev": 9.5, "lumo_ev": -2.60, "smiles": "N#N", "symbols": ["N", "N"], "xyz": [[0.000, 0.000, 0.850], [0.000, 0.000, -0.850]], "nbo_charge": [0.000, 0.000]}


Q: What are the energies relative to the best structure? A: P 0.0; Q 400.3, in kJ/mol.


## P
{"formula": "C2H5N4O", "method": "ωB97M-V/def2-TZVPD", "charge": 1, "gap_ev": 10.3, "lumo_ev": -4.77, "smiles": "N#CON/[NH+]=C/N", "symbols": ["O", "N", "C", "H", "N", "N", "N", "H", "H", "C", "H", "H"], "xyz": [[-2.099, -0.923, -0.574], [-2.724, 0.908, 0.869], [-2.474, 0.024, 0.167], [-0.932, -0.383, -2.036], [-0.756, -0.836, -1.020], [1.985, 0.282, 0.983], [-0.013, 0.065, -0.250], [1.743, -0.797, -0.783], [3.022, 0.256, 0.758], [1.283, -0.123, -0.056], [1.660, 0.908, 1.643], [-0.693, 0.620, 0.299]], "nbo_charge": [-0.299, -0.317, 0.477, 0.381, -0.116, -0.672, -0.418, 0.246, 0.449, 0.403, 0.432, 0.434]}


## Q
{"formula": "C2H5N4O", "method": "ωB97M-V/def2-TZVPD", "charge": 1, "gap_ev": 8.2, "lumo_ev": -5.74, "smiles": "[H]/N=N/C(=O)N[NH+]=C", "symbols": ["H", "C", "H", "H", "C", "N", "O", "N", "N", "N", "H", "H"], "xyz": [[-1.205, 1.384, 1.712], [-0.440, -0.051, -1.264], [0.593, 0.103, 2.466], [-2.065, 0.965, -0.275], [0.270, -0.064, 1.535], [0.612, -0.774, -0.804], [-0.804, -0.090, -2.400], [-1.101, 0.718, -0.203], [1.640, -0.835, -1.465], [-0.730, 0.621, 1.085], [2.407, -1.470, -1.334], [0.823, -0.507, 0.948]], "nbo_charge": [0.474, 0.722, 0.217, 0.433, 0.088, -0.270, -0.426, -0.431, -0.176, -0.209, 0.374, 0.204]}


Q: What are the energies relative to the best structure? A: P 0.0; Q 89.3, in kJ/mol.


## P
{"formula": "C6H8N2O", "method": "ωB97M-V/def2-TZVPD", "charge": 0, "gap_ev": [6.0, 6.0], "lumo_ev": [-1.41, -1.41], "symbols": ["H", "C", "O", "C", "H", "C", "H", "C", "H", "H", "H", "H", "C", "N", "N", "H", "C"], "xyz": [[-2.104, -3.519, -0.792], [4.265, -1.781, 0.861], [1.003, -0.185, 0.419], [-0.101, -0.596, 0.121], [2.903, 0.815, -1.165], [-1.184, -0.991, -0.283], [-2.771, -2.506, -2.171], [3.060, -0.016, -0.394], [3.740, -2.725, 0.452], [5.329, -1.880, 0.857], [4.057, -1.578, 1.890], [-4.193, -1.449, 0.279], [-2.760, -2.709, -1.045], [-3.408, -0.926, 0.589], [3.986, -0.726, -0.057], [-3.823, -3.082, -0.925], [-2.542, -1.423, -0.250]], "nbo_charge": [0.228, -0.444, -0.685, 0.472, 0.267, -0.380, 0.220, 0.487, 0.249, 0.224, 0.246, 0.308, -0.666, -0.622, -0.338, 0.197, 0.238]}


## Q
{"formula": "C6H8N2O", "method": "ωB97M-V/def2-TZVPD", "charge": 0, "gap_ev": 8.4, "lumo_ev": -0.26, "symbols": ["C", "C", "C", "N", "H", "H", "H", "H", "H", "C", "C", "N", "H", "O", "H", "H", "C"], "xyz": [[-0.326, 0.251, -1.817], [1.623, -1.352, 0.528], [-0.976, 0.604, 0.698], [-0.234, 1.902, 0.790], [0.202, 1.320, -1.869], [-0.683, 2.769, 0.125], [-0.833, -0.184, -2.760], [1.062, -2.651, 2.595], [0.320, 1.959, 1.594], [-1.127, -0.178, -0.494], [1.520, -0.644, -0.806], [0.186, -0.662, -1.048], [-2.159, 0.347, 1.484], [2.329, -0.165, -1.574], [-1.818, -0.995, -0.515], [-0.148, -0.344, 1.351], [1.062, -1.978, 1.719]], "nbo_charge": [-0.187, -0.029, -0.247, -0.898, 0.228, 0.402, 0.203, 0.262, 0.399, -0.098, 0.588, -0.459, 0.148, -0.556, 0.238, 0.245, -0.241]}


Q: What are the energies relative to the best structure? A: P 0.0; Q 356.6, in kJ/mol.


## P
{"formula": "CH6N4S", "method": "ωB97M-V/def2-TZVPD", "charge": 0, "gap_ev": 9.1, "lumo_ev": 0.65, "smiles": "NNC(=S)NN", "symbols": ["H", "C", "H", "H", "N", "H", "N", "H", "H", "N", "S", "N"], "xyz": [[1.408, -1.310, -0.009], [0.168, 0.925, -0.586], [0.018, 1.873, 1.156], [0.359, -0.261, -2.173], [-0.892, 0.094, 1.468], [-0.129, -1.919, -0.050], [0.594, -1.472, -0.596], [-0.431, -0.770, 1.744], [-1.717, -0.084, 0.909], [0.125, -0.316, -1.185], [0.520, 2.308, -1.437], [-0.024, 0.931, 0.760]], "nbo_charge": [0.349, 0.243, 0.401, 0.397, -0.642, 0.345, -0.640, 0.350, 0.354, -0.463, -0.230, -0.464]}


## Q
{"formula": "CH6N4S", "method": "ωB97M-V/def2-TZVPD", "charge": 0, "gap_ev": 8.9, "lumo_ev": 0.58, "smiles": "NNC(=S)NN", "symbols": ["H", "N", "H", "C", "S", "N", "H", "H", "H", "H", "N", "N"], "xyz": [[-1.212, -0.013, -1.535], [1.832, 0.983, 0.411], [0.176, 2.310, -1.269], [-0.048, -0.356, 0.008], [-0.790, -1.787, 0.378], [-0.689, 1.864, -0.971], [2.002, 0.762, -0.584], [-0.838, 2.148, 0.024], [1.447, 1.943, 0.412], [1.058, -0.479, 1.698], [0.844, 0.142, 0.879], [-0.517, 0.449, -1.011]], "nbo_charge": [0.401, -0.626, 0.344, 0.234, -0.240, -0.624, 0.347, 0.348, 0.336, 0.415, -0.462, -0.472]}


Q: What are the energies relative to the best structure? A: P 0.0; Q 27.8, in kJ/mol.


## P
{"formula": "C3H9O2PS", "method": "ωB97M-V/def2-TZVPD", "charge": 0, "gap_ev": 8.8, "lumo_ev": 0.30, "symbols": ["C", "H", "H", "P", "H", "H", "H", "O", "C", "H", "H", "S", "O", "H", "H", "C"], "xyz": [[0.867, 2.732, 0.011], [-1.583, -1.439, -1.115], [1.097, -1.668, 1.772], [-0.020, 1.765, 1.239], [1.857, 2.529, -0.153], [0.227, 2.614, -0.992], [0.863, -3.231, 0.831], [1.192, -1.759, -0.348], [1.518, -2.336, 0.928], [-1.408, -1.007, 0.580], [2.637, -2.614, 0.894], [0.504, -0.282, -0.543], [-1.447, 1.948, 0.960], [0.779, 3.834, 0.094], [-1.800, 0.340, -0.422], [-1.218, -0.705, -0.382]], "nbo_charge": [-1.093, 0.232, 0.199, 1.268, 0.232, 0.244, 0.196, -0.696, -0.273, 0.217, 0.206, 0.605, -1.069, 0.261, 0.290, -0.820]}


## Q
{"formula": "C3H9O2PS", "method": "ωB97M-V/def2-TZVPD", "charge": 0, "gap_ev": 9.6, "lumo_ev": 0.65, "symbols": ["H", "H", "S", "C", "C", "H", "H", "O", "H", "C", "H", "H", "O", "P", "H", "H"], "xyz": [[2.028, 1.303, -0.690], [1.665, 0.453, -2.249], [1.226, -1.132, -0.235], [2.151, 0.256, -1.254], [-1.564, 0.509, -0.721], [-1.870, -1.212, 1.690], [-1.090, 0.171, 2.756], [0.533, -1.895, -1.327], [-1.155, 1.116, -1.491], [-0.905, -0.705, 2.040], [-2.128, 1.228, -0.206], [3.166, -0.022, -1.419], [0.530, 1.505, 1.031], [-0.227, 0.265, 0.627], [-2.149, -0.381, -0.852], [-0.213, -1.459, 2.298]], "nbo_charge": [0.267, 0.235, 0.906, -0.799, -0.937, 0.251, 0.271, -0.976, 0.257, -0.995, 0.233, 0.225, -1.084, 1.635, 0.256, 0.255]}


Q: What are the energies relative to the best structure? A: P 138.0; Q 0.0, in kJ/mol.


## P
{"formula": "C12H16N2O", "method": "ωB97M-V/def2-TZVPD", "charge": 0, "gap_ev": 9.0, "lumo_ev": 0.83, "smiles": "CCc1c[nH]cn1.Cc1ccc(O)cc1", "symbols": ["C", "O", "H", "H", "C", "C", "H", "C", "H", "H", "H", "C", "H", "C", "H", "H", "H", "C", "C", "C", "C", "H", "H", "N", "C", "H", "H", "H", "C", "H", "N"], "xyz": [[-1.458, -0.447, 2.249], [2.203, -2.649, -1.368], [-2.658, 0.885, -2.478], [-0.654, -1.146, 2.050], [1.411, 1.434, 2.023], [-1.327, -0.463, -1.478], [1.885, 0.945, 2.862], [0.060, 1.440, 1.891], [-2.053, -0.202, 1.368], [-2.501, 1.109, -0.692], [-2.208, -2.109, -0.437], [-1.289, -1.679, -0.822], [1.819, -0.570, -2.746], [0.834, 2.503, 0.208], [-0.170, 0.858, -2.749], [-1.747, 1.528, 3.093], [-0.455, 0.689, 3.821], [-0.089, -2.351, -0.602], [0.991, -2.008, -1.398], [0.978, -0.806, -2.105], [-0.922, 0.856, 2.846], [0.002, -3.232, 0.027], [-2.291, -0.852, 2.835], [1.928, 1.916, 0.816], [-0.184, -0.053, -2.168], [0.918, 2.973, -0.755], [2.799, 2.430, 0.833], [2.131, -3.536, -1.011], [-2.568, 0.395, -1.512], [-3.465, -0.220, -1.401], [-0.290, 2.229, 0.788]], "nbo_charge": [-0.601, -0.678, 0.213, 0.212, -0.120, -0.033, 0.218, 0.102, 0.212, 0.238, 0.210, -0.189, 0.218, 0.186, 0.208, 0.218, 0.205, -0.291, 0.286, -0.253, -0.430, 0.207, 0.205, -0.540, -0.192, 0.193, 0.405, 0.477, -0.633, 0.208, -0.461]}


## Q
{"formula": "C12H16N2O", "method": "ωB97M-V/def2-TZVPD", "charge": 0, "gap_ev": 8.7, "lumo_ev": 0.67, "smiles": "Cc1c[nH]c2ccccc12.CCC(N)=O", "symbols": ["C", "C", "H", "H", "N", "C", "C", "C", "H", "H", "H", "H", "C", "H", "O", "H", "C", "C", "H", "H", "C", "H", "H", "C", "H", "C", "N", "C", "H", "H", "H"], "xyz": [[0.035, -1.409, -0.851], [1.991, -0.832, -2.046], [-2.129, -2.542, 1.469], [-2.247, 1.619, 1.902], [-1.236, -1.834, -0.441], [0.645, -1.352, -2.064], [-1.256, -2.125, 0.921], [2.708, -0.415, -0.903], [0.565, -1.032, 3.244], [1.249, -2.566, 2.675], [0.035, 2.610, -2.742], [-0.185, -2.535, 3.437], [0.791, -1.094, 0.338], [-1.746, 2.195, -2.099], [-1.627, 3.513, 0.757], [2.570, -0.883, -2.947], [-0.871, 2.683, -1.879], [-0.167, 2.102, -0.645], [-1.600, 0.464, 1.002], [-1.207, 3.700, -1.578], [2.104, -0.687, 0.344], [0.136, -1.568, -2.980], [0.842, 2.353, -0.511], [-0.079, -1.685, 1.481], [-2.054, -1.880, -1.009], [-1.123, 2.446, 0.524], [-1.445, 1.395, 1.395], [0.455, -1.896, 2.772], [-0.085, 1.013, -0.760], [3.636, 0.073, -1.066], [2.603, -0.474, 1.289]], "nbo_charge": [0.142, -0.196, 0.225, 0.375, -0.572, -0.256, -0.060, -0.240, 0.223, 0.224, 0.203, 0.211, -0.087, 0.197, -0.605, 0.209, -0.597, -0.505, 0.384, 0.234, -0.197, 0.221, 0.233, -0.049, 0.409, 0.692, -0.834, -0.643, 0.218, 0.220, 0.222]}


## R
{"formula": "C12H16N2O", "method": "ωB97M-V/def2-TZVPD", "charge": 0, "gap_ev": 8.7, "lumo_ev": 0.61, "smiles": "Cc1c[nH]c2ccccc12.CCC(N)=O", "symbols": ["H", "H", "C", "H", "H", "H", "C", "H", "C", "C", "C", "C", "H", "H", "C", "H", "H", "C", "N", "C", "C", "H", "C", "H", "C", "H", "H", "H", "N", "O", "H"], "xyz": [[-3.205, 2.643, 0.259], [-2.900, 1.381, -1.875], [0.045, 1.855, 0.548], [0.213, -1.832, -1.771], [-2.035, -2.368, -2.497], [-0.612, 0.810, -2.637], [2.195, 1.244, 0.344], [2.643, 2.934, 2.473], [0.117, -3.042, 0.109], [-2.056, 1.604, -1.219], [1.686, 2.402, 2.546], [-1.209, 2.352, 0.921], [-1.028, -1.520, -0.539], [1.978, 1.562, 3.178], [-2.246, 2.204, 0.033], [0.953, 3.044, 3.011], [3.255, 1.111, 0.464], [-0.824, 1.145, -1.629], [1.516, 0.835, -0.791], [1.324, 1.849, 1.200], [-0.464, -2.314, -1.067], [1.820, 0.282, -1.579], [0.210, 1.252, -0.701], [1.837, -3.042, 1.241], [-1.544, -3.077, -1.818], [-2.299, -3.452, -1.126], [-1.121, -3.880, -2.426], [1.768, -1.752, 0.112], [1.340, -2.572, 0.504], [-0.490, -3.873, 0.754], [-1.401, 2.810, 1.879]], "nbo_charge": [0.213, 0.214, -0.102, 0.202, 0.203, 0.212, -0.054, 0.218, 0.675, -0.215, -0.634, -0.183, 0.243, 0.221, -0.238, 0.223, 0.212, -0.237, -0.542, -0.066, -0.510, 0.410, 0.136, 0.399, -0.594, 0.230, 0.204, 0.391, -0.833, -0.614, 0.214]}


Q: What are the energies relative to the best structure? A: P 114.6; Q 184.5; R 0.0, in kJ/mol.